Run one
Here is a structure of composition C37H31N3O4P2S4W from OMol25. Energies are from ωB97M-V/def2-TZVPD.

```
! RIJCOSX wB97M-V def2-TZVPD def2/J DEFGRID3
* xyz 0 3
W 0.160 -0.188 -1.616
S 0.094 -2.725 -1.253
P 0.204 -2.055 0.661
C 0.524 -0.355 0.586
P -0.528 0.992 0.618
S -1.448 2.423 -0.935
C -1.937 0.791 1.760
C -3.273 0.850 1.390
C -4.266 0.622 2.336
C -3.928 0.344 3.653
C -2.592 0.288 4.030
C -1.600 0.503 3.085
C 0.447 2.330 1.415
C -0.197 3.493 1.847
C 0.522 4.512 2.456
C 1.897 4.384 2.631
C 2.541 3.231 2.210
C 1.816 2.201 1.614
C 1.717 -2.769 1.402
C 2.689 -1.964 1.981
C 3.812 -2.537 2.572
C 3.967 -3.913 2.577
C 3.000 -4.725 1.989
C 1.880 -4.156 1.408
C -1.051 -2.822 1.731
C -0.947 -2.631 3.108
C -1.843 -3.247 3.968
C -2.836 -4.072 3.453
C -2.934 -4.273 2.082
C -2.051 -3.639 1.217
H -3.542 1.064 0.364
H -5.306 0.654 2.037
H -4.706 0.165 4.387
H -2.322 0.070 5.057
H -0.556 0.449 3.373
H -1.269 3.598 1.712
H 0.011 5.402 2.802
H 2.459 5.179 3.107
H 3.610 3.124 2.349
H 2.304 1.280 1.314
H 2.563 -0.888 1.955
H 4.568 -1.904 3.020
H 4.842 -4.358 3.035
H 3.124 -5.801 1.985
H 1.127 -4.791 0.950
H -0.153 -2.010 3.512
H -1.762 -3.092 5.037
H -3.535 -4.559 4.123
H -3.710 -4.915 1.681
H -2.139 -3.762 0.145
N 0.903 5.216 -3.342
C 1.245 3.906 -3.186
C 1.336 3.064 -4.330
C 1.608 1.744 -4.192
C 1.799 1.190 -2.897
C 1.794 2.040 -1.778
C 1.494 3.380 -1.928
S 2.807 -0.272 -2.812
O 2.351 -0.827 -1.513
O 4.185 0.090 -2.898
N 2.411 -1.171 -4.036
C 1.120 -1.471 -4.270
S 0.733 -2.532 -5.584
C -0.956 -2.367 -5.246
C -1.143 -1.553 -4.202
N 0.022 -1.016 -3.645
H 0.916 5.630 -4.256
H 0.972 5.841 -2.560
H 1.185 3.489 -5.318
H 1.716 1.108 -5.062
H 2.183 1.686 -0.834
H 1.462 4.021 -1.053
H -1.705 -2.882 -5.828
H -2.099 -1.292 -3.775
C -1.760 1.811 -3.597
C -1.479 1.186 -2.257
O -2.600 0.286 -1.957
H -2.783 2.197 -3.597
H -1.667 1.078 -4.400
H -1.082 2.634 -3.802
O -2.516 -1.395 -0.542
C -1.906 -0.617 -1.223
*
```

Summary:
E_HOMO (alpha / beta), eV: -7.11 / -8.03
Kohn-Sham gap (alpha / beta), eV: 6.970 / 7.007
LUMO energy (alpha / beta), eV: -0.1444 / -1.0184

Run two
Here is a structure of composition C37H31N3O4P2S4W from OMol25. Energies are from ωB97M-V/def2-TZVPD.

```
! RIJCOSX wB97M-V def2-TZVPD def2/J DEFGRID3
* xyz 0 3
W -0.183 -0.831 -0.584
S 1.512 -1.287 1.240
P 1.622 0.711 0.848
C 0.413 1.355 -0.284
P -1.172 1.822 0.398
S -1.944 0.130 1.155
C -2.142 2.585 -0.926
C -1.543 3.432 -1.852
C -2.318 4.068 -2.807
C -3.691 3.858 -2.839
C -4.284 3.008 -1.918
C -3.512 2.368 -0.961
C -1.214 3.176 1.626
C -1.670 2.928 2.913
C -1.796 3.971 3.820
C -1.455 5.262 3.448
C -0.986 5.512 2.164
C -0.873 4.475 1.256
C 1.463 1.623 2.407
C 1.814 2.972 2.428
C 1.780 3.676 3.617
C 1.396 3.033 4.790
C 1.041 1.694 4.768
C 1.075 0.986 3.574
C 3.368 1.008 0.407
C 3.830 1.035 -0.903
C 5.186 1.162 -1.170
C 6.093 1.253 -0.128
C 5.642 1.208 1.185
C 4.290 1.084 1.452
H -0.468 3.569 -1.845
H -1.851 4.718 -3.535
H -4.295 4.350 -3.590
H -5.351 2.831 -1.953
H -3.964 1.680 -0.257
H -1.930 1.916 3.199
H -2.160 3.772 4.819
H -1.556 6.075 4.156
H -0.721 6.519 1.869
H -0.527 4.681 0.251
H 2.116 3.467 1.511
H 2.047 4.724 3.634
H 1.370 3.585 5.720
H 0.737 1.196 5.679
H 0.802 -0.062 3.542
H 3.136 0.942 -1.722
H 5.531 1.187 -2.196
H 7.151 1.354 -0.335
H 6.347 1.270 2.003
H 3.948 1.044 2.478
N -2.485 -8.573 1.197
C -2.340 -7.592 0.231
C -3.372 -6.684 -0.014
C -3.249 -5.728 -1.001
C -2.090 -5.684 -1.763
C -1.054 -6.588 -1.542
C -1.179 -7.536 -0.548
S -1.895 -4.490 -3.015
O -1.027 -5.040 -4.023
O -3.160 -3.943 -3.364
N -0.990 -3.266 -2.293
C 0.328 -3.048 -2.563
S 1.364 -3.935 -3.619
C 2.690 -2.945 -3.121
C 2.296 -2.035 -2.218
N 0.949 -2.074 -1.913
H -3.167 -8.390 1.914
H -1.635 -8.978 1.550
H -4.275 -6.731 0.583
H -4.034 -5.009 -1.183
H -0.167 -6.551 -2.160
H -0.384 -8.250 -0.374
H 3.678 -3.097 -3.520
H 2.920 -1.313 -1.718
C 1.117 1.274 -2.900
C 0.320 0.794 -1.717
O -0.966 0.427 -2.016
H 1.579 0.444 -3.440
H 1.876 2.007 -2.632
H 0.411 1.753 -3.581
O -2.620 -2.835 -0.706
C -1.541 -2.480 -1.081
*
```

Summary:
E_HOMO (alpha / beta), eV: -6.54 / -7.30
Kohn-Sham gap (alpha / beta), eV: 6.943 / 7.508
LUMO energy (alpha / beta), eV: 0.4068 / 0.2046

Energy ordering: run two at the bottom, the next structure 51.9 kcal/mol above.

Run one
Here is a cluster of 3 separate species, CH8O2S2 in total from OMol25. Energies are from ωB97M-V/def2-TZVPD.

```
! RIJCOSX wB97M-V def2-TZVPD def2/J DEFGRID3
* xyz 0 1
C -1.248 0.619 1.010
S -2.369 1.730 0.153
S -2.118 1.118 -1.859
H -1.705 0.554 2.015
H -1.118 -0.398 0.658
H -0.274 1.122 1.100
H -1.208 2.007 -2.337
O 2.177 -0.920 1.176
H 1.878 -1.317 0.344
H 2.324 -1.649 1.763
O 1.141 -1.323 -1.239
H 0.609 -0.538 -1.058
H 1.911 -1.005 -1.727
*
```

Summary:
E_HOMO, eV: -9.27
Structure (SMILES): CSS.O.O
Kohn-Sham gap, eV: 9.584
LUMO energy, eV: 0.3182

Run two
Here is a cluster of 3 separate species, CH8O2S2 in total from OMol25. Energies are from ωB97M-V/def2-TZVPD.

```
! RIJCOSX wB97M-V def2-TZVPD def2/J DEFGRID3
* xyz 0 1
C 1.112 -0.637 -2.023
S -0.573 -0.993 -1.364
S -1.365 0.913 -0.986
H 1.241 0.436 -2.106
H 1.269 -1.183 -2.946
H 1.832 -0.949 -1.268
H -1.488 0.710 0.353
O 1.872 1.317 0.492
H 1.846 0.640 1.167
H 0.942 1.501 0.354
O -1.878 -0.824 2.757
H -2.402 -0.531 3.514
H -2.408 -0.399 2.057
*
```

Summary:
E_HOMO, eV: -8.95
Structure (SMILES): CSS.O.O
Kohn-Sham gap, eV: 9.172
LUMO energy, eV: 0.2264

Energy ordering: run one at the bottom, the next structure 4.2 kcal/mol above.